Computed, not measured: 7 unconnected molecules or ions with the total composition C42H93BF4N5O2, with ωB97M-V with the def2-TZVPD basis set.

Geometry (Å):
C1 9.49 7.60 11.25
C2 10.97 7.85 11.02
C3 11.25 9.27 10.52
N1 12.73 9.61 10.27
C4 13.67 9.21 11.44
C5 12.85 11.05 9.99
C6 12.38 11.21 8.53
C7 12.87 9.87 7.82
C8 13.20 8.94 8.99
H1 8.90 7.75 10.37
H2 9.16 8.26 12.07
H3 9.33 6.56 11.55
H4 11.32 7.04 10.39
H5 11.53 7.61 11.92
H6 10.89 9.88 11.36
H7 10.63 9.47 9.64
H8 14.57 9.80 11.35
H9 13.93 8.19 11.37
H10 13.21 9.52 12.36
H11 13.93 11.21 9.98
H12 12.24 11.70 10.63
H13 12.72 12.11 8.09
H14 11.32 11.28 8.50
H15 13.77 10.02 7.21
H16 12.10 9.38 7.21
H17 14.26 8.89 8.97
H18 12.74 7.95 8.88
C9 8.97 17.43 7.92
C10 9.38 16.07 8.50
C11 9.79 16.32 9.91
N2 9.98 15.08 10.76
C12 11.33 14.50 10.54
C13 8.96 14.07 10.47
C14 7.68 14.75 11.01
C15 8.11 15.41 12.33
C16 9.64 15.41 12.25
H19 8.82 17.47 6.83
H20 9.78 18.12 8.06
H21 8.07 17.93 8.26
H22 10.16 15.67 7.99
H23 8.53 15.43 8.47
H24 9.02 16.84 10.39
H25 10.71 16.86 9.95
H26 12.15 15.01 11.14
H27 11.53 14.55 9.46
H28 11.17 13.42 10.87
H29 9.26 13.16 11.05
H30 8.92 13.90 9.43
H31 6.88 14.03 11.21
H32 7.32 15.45 10.30
H33 7.83 14.76 13.22
H34 7.75 16.44 12.50
H35 10.16 14.63 12.84
H36 10.02 16.45 12.46
C17 11.28 5.03 18.04
C18 10.21 5.97 18.43
C19 9.28 6.24 17.27
N3 8.28 7.34 17.60
C20 7.39 6.99 18.75
C21 7.51 7.62 16.32
C22 6.92 9.00 16.61
C23 7.90 9.70 17.66
C24 8.98 8.68 17.82
H37 10.86 4.13 17.57
H38 11.86 4.70 18.91
H39 12.01 5.55 17.44
H40 10.67 6.87 18.71
H41 9.63 5.65 19.32
H42 8.67 5.35 17.08
H43 9.75 6.58 16.38
H44 7.04 5.98 18.65
H45 6.63 7.76 18.97
H46 8.06 6.98 19.60
H47 6.82 6.78 16.14
H48 8.29 7.65 15.61
H49 5.94 8.80 17.01
H50 6.82 9.59 15.74
H51 7.34 9.87 18.61
H52 8.31 10.69 17.36
H53 9.40 8.64 18.87
H54 9.74 8.73 17.09
C25 20.09 14.31 13.82
C26 18.93 15.06 13.19
C27 19.44 16.21 12.35
N4 18.40 17.16 11.85
C28 17.72 17.79 13.03
C29 17.37 16.50 10.85
C30 18.22 16.25 9.60
C31 19.19 17.48 9.54
C32 19.09 18.12 10.96
H55 20.67 15.00 14.39
H56 20.67 13.73 13.14
H57 19.74 13.56 14.55
H58 18.18 15.24 13.93
H59 18.39 14.32 12.52
H60 20.07 15.93 11.53
H61 20.04 16.85 13.00
H62 17.24 16.97 13.52
H63 16.91 18.46 12.70
H64 18.46 18.35 13.68
H65 16.69 17.35 10.65
H66 16.71 15.71 11.29
H67 17.62 16.25 8.71
H68 18.72 15.32 9.67
H69 18.85 18.25 8.84
H70 20.20 17.24 9.31
H71 18.62 19.11 11.08
H72 20.06 18.27 11.45
C33 14.66 19.91 15.02
C34 13.76 18.75 14.66
C35 13.70 17.65 15.75
N5 12.56 16.73 15.67
C36 12.22 16.44 14.28
C37 11.36 17.32 16.43
C38 11.77 17.08 17.87
C39 12.84 15.93 17.92
C40 12.73 15.45 16.44
H73 14.67 20.65 14.17
H74 15.72 19.59 15.17
H75 14.29 20.36 15.96
H76 14.02 18.28 13.76
H77 12.74 19.11 14.46
H78 13.60 18.27 16.69
H79 14.65 17.03 15.72
H80 13.10 15.96 13.85
H81 12.02 17.35 13.69
H82 11.43 15.71 14.31
H83 10.46 16.78 16.10
H84 11.29 18.40 16.26
H85 10.92 16.94 18.50
H86 12.31 17.96 18.19
H87 12.66 15.16 18.70
H88 13.79 16.36 18.11
H89 11.84 14.86 16.26
H90 13.55 14.77 16.09
B1 10.87 12.09 13.78
F1 9.55 12.57 13.86
F2 11.28 12.03 12.38
F3 11.73 13.05 14.41
F4 10.96 10.82 14.29
C41 14.69 13.42 13.63
C42 15.12 14.75 13.06
O1 15.24 15.68 13.87
O2 15.19 14.82 11.82
H91 14.81 12.61 12.94
H92 13.61 13.60 13.85
H93 15.22 13.11 14.57

total charge	+3


Computed, not measured: a molecular structure, C42H94FI3N14O15S, with ωB97M-V with the def2-TZVPD basis set.

Geometry (Å):
C1 3.95 -4.49 -1.38
C2 2.56 -3.97 -1.46
I1 1.49 -4.68 -3.12
C3 2.00 -3.08 -0.64
I2 3.29 -2.30 0.88
N1 0.61 -2.57 -0.80
I3 0.29 -1.07 0.62
S1 -0.55 -3.82 -0.46
O1 0.04 -4.96 0.12
O2 -1.31 -3.97 -1.65
F1 -1.55 -3.27 0.57
H1 4.24 -4.70 -0.36
H2 4.64 -3.76 -1.80
H3 4.02 -5.42 -1.94
C4 -4.27 0.52 1.60
C5 -3.90 -0.29 0.38
O3 -2.75 -0.39 -0.02
N2 -4.92 -0.89 -0.29
C6 -6.34 -0.85 0.01
H4 -3.37 0.94 2.02
H5 -4.95 1.33 1.33
H6 -4.75 -0.12 2.34
H7 -4.62 -1.42 -1.09
H8 -6.72 -1.86 0.18
H9 -6.89 -0.42 -0.83
H10 -6.55 -0.24 0.89
C7 -5.99 0.68 5.49
C8 -7.09 0.42 4.48
O4 -7.24 1.13 3.51
N3 -7.90 -0.64 4.71
C9 -7.87 -1.59 5.80
H11 -5.43 1.55 5.17
H12 -6.41 0.87 6.48
H13 -5.31 -0.17 5.55
H14 -8.61 -0.76 4.00
H15 -7.72 -2.60 5.42
H16 -8.81 -1.57 6.35
H17 -7.06 -1.36 6.49
C10 -5.97 2.61 -2.21
C11 -7.09 1.94 -2.97
O5 -7.94 1.26 -2.40
N4 -7.11 2.09 -4.31
C12 -6.17 2.84 -5.14
H18 -6.08 2.38 -1.15
H19 -5.00 2.24 -2.55
H20 -6.00 3.69 -2.34
H21 -7.88 1.62 -4.76
H22 -6.70 3.62 -5.69
H23 -5.71 2.16 -5.86
H24 -5.39 3.29 -4.55
C13 -9.95 3.67 -2.18
C14 -9.83 5.09 -1.71
O6 -9.62 6.02 -2.47
N5 -9.95 5.30 -0.37
C15 -10.19 4.31 0.67
H25 -9.83 3.64 -3.26
H26 -9.18 3.04 -1.74
H27 -10.94 3.27 -1.94
H28 -9.86 6.27 -0.10
H29 -11.12 4.55 1.19
H30 -9.37 4.33 1.39
H31 -10.26 3.32 0.25
C16 4.53 -6.86 -5.14
C17 5.38 -7.35 -4.00
O7 4.96 -7.40 -2.86
N6 6.65 -7.75 -4.29
C18 7.31 -7.76 -5.58
H32 3.55 -6.57 -4.76
H33 4.98 -5.98 -5.62
H34 4.40 -7.65 -5.89
H35 7.16 -8.07 -3.48
H36 7.62 -8.78 -5.83
H37 8.20 -7.13 -5.54
H38 6.66 -7.39 -6.36
C19 4.31 -1.44 4.89
C20 5.56 -0.92 4.24
O8 6.11 -1.52 3.33
N7 6.07 0.25 4.70
C21 5.57 1.14 5.74
H39 4.04 -2.38 4.41
H40 4.47 -1.63 5.95
H41 3.49 -0.73 4.78
H42 6.92 0.52 4.22
H43 5.38 2.13 5.32
H44 6.33 1.22 6.52
H45 4.65 0.77 6.17
C22 9.20 -3.54 -0.24
C23 7.83 -3.41 0.39
O9 6.80 -3.58 -0.26
N8 7.76 -3.08 1.70
C24 8.85 -2.83 2.61
H46 9.07 -3.79 -1.29
H47 9.75 -2.60 -0.17
H48 9.77 -4.33 0.25
H49 6.82 -2.99 2.06
H50 8.80 -3.53 3.45
H51 8.77 -1.82 3.01
H52 9.81 -2.95 2.12
C25 -3.49 1.81 -8.42
C26 -2.80 2.28 -7.16
O10 -3.42 2.85 -6.27
N9 -1.48 2.05 -7.05
C27 -0.60 1.39 -7.99
H53 -4.54 2.07 -8.36
H54 -3.06 2.30 -9.30
H55 -3.40 0.73 -8.53
H56 -1.08 2.38 -6.18
H57 -0.14 0.51 -7.53
H58 0.20 2.06 -8.29
H59 -1.14 1.07 -8.88
C28 7.47 -0.35 -1.15
C29 8.73 0.25 -1.71
O11 9.36 -0.28 -2.62
N10 9.16 1.41 -1.16
C30 8.54 2.17 -0.08
H60 7.24 -1.28 -1.66
H61 7.60 -0.57 -0.08
H62 6.63 0.33 -1.27
H63 10.01 1.76 -1.57
H64 8.30 3.17 -0.44
H65 9.24 2.25 0.75
H66 7.64 1.69 0.27
C31 1.12 2.25 6.98
C32 1.39 1.43 5.74
O12 2.53 1.24 5.32
N11 0.33 0.91 5.09
C33 -1.08 1.02 5.42
H67 2.07 2.60 7.38
H68 0.50 3.12 6.74
H69 0.62 1.65 7.74
H70 0.58 0.37 4.27
H71 -1.50 0.03 5.59
H72 -1.62 1.49 4.60
H73 -1.22 1.61 6.32
C34 1.69 -0.17 -3.09
C35 2.20 1.14 -3.64
O13 1.51 1.88 -4.31
N12 3.49 1.46 -3.36
C36 4.46 0.70 -2.58
H74 0.65 -0.29 -3.38
H75 2.27 -1.01 -3.48
H76 1.74 -0.17 -2.00
H77 3.78 2.34 -3.75
H78 4.79 1.30 -1.73
H79 5.33 0.46 -3.19
H80 4.02 -0.22 -2.21
C37 11.90 1.49 2.95
C38 10.51 1.56 3.53
O14 9.52 1.40 2.84
N13 10.41 1.80 4.86
C39 11.47 2.02 5.83
H81 11.82 1.29 1.89
H82 12.43 2.44 3.09
H83 12.48 0.69 3.41
H84 9.45 1.84 5.19
H85 11.41 1.26 6.62
H86 11.36 3.00 6.29
H87 12.44 1.95 5.35
C40 -14.54 3.87 0.07
C41 -13.80 2.87 0.93
O15 -13.43 3.15 2.06
N14 -13.55 1.65 0.40
C42 -13.90 1.14 -0.91
H88 -14.66 4.79 0.63
H89 -13.98 4.08 -0.84
H90 -15.53 3.49 -0.20
H91 -13.05 1.03 1.03
H92 -14.54 0.26 -0.81
H93 -13.00 0.85 -1.45
H94 -14.43 1.90 -1.48

ΔE to the lowest compared entry with this formula, charge and spin	0.00	kJ/mol
total charge	0


Number 1: HOMO energy -13.7 eV, HOMO-LUMO gap 8.6678 eV. Number 2: HOMO energy -8.1 eV, HOMO-LUMO gap 7.3668 eV.